Record 1
{
  "formula": "C28H52BrIN3O5P2",
  "method": "ωB97M-V/def2-TZVPD",
  "homo_ev": -4.243,
  "charge": -1,
  "orbital_gap_ev": 6.487,
  "symbols": ["C", "C", "C", "C", "C", "C", "C", "C", "C", "C", "C", "C", "C", "C", "C", "P", "C", "C", "O", "O", "C", "C", "O", "C", "C", "C", "N", "C", "C", "C", "I", "C", "C", "P", "O", "Br", "H", "H", "H", "H", "H", "H", "H", "H", "H", "H", "H", "H", "H", "H", "H", "H", "H", "H", "H", "H", "H", "H", "H", "H", "H", "H", "H", "H", "H", "H", "H", "H", "H", "H", "H", "H", "H", "H", "H", "H", "H", "H", "H", "H", "H", "H", "H", "H", "C", "O", "N", "N", "H", "H", "H", "H"],
  "positions_angstrom": [[8.054, -1.914, 1.584], [8.264, -2.347, 0.131], [7.804, -1.352, -0.958], [6.566, -0.510, -0.614], [5.356, -1.382, -0.336], [4.059, -0.630, 0.036], [4.220, 0.485, 1.078], [3.653, 1.870, 0.691], [3.909, 2.335, -0.739], [3.199, 3.676, -1.026], [1.966, 3.520, -1.923], [0.907, 2.522, -1.422], [-0.363, 3.160, -0.828], [-1.678, 2.485, -1.300], [-2.292, 1.584, -0.206], [-3.295, 0.028, -0.711], [-2.998, -0.825, 1.059], [-4.114, -0.677, 2.000], [-4.671, -1.549, 2.614], [-4.450, 0.633, 2.251], [-5.219, 0.787, 3.392], [-6.689, 0.805, 3.166], [-4.703, 0.911, 4.445], [-3.891, 0.920, -2.353], [-3.637, 0.536, -3.674], [-4.168, 1.284, -4.728], [-4.907, 2.385, -4.596], [-5.159, 2.762, -3.336], [-4.701, 2.055, -2.229], [-1.774, -0.789, -1.592], [0.040, -1.025, -0.369], [-1.925, -2.118, -2.359], [-1.784, -3.446, -1.601], [-4.832, -1.585, -1.480], [-6.209, -0.778, -1.054], [-4.994, -3.388, -0.128], [7.109, -2.256, 1.996], [8.108, -0.837, 1.722], [8.832, -2.354, 2.205], [9.339, -2.473, 0.002], [7.831, -3.330, -0.039], [8.640, -0.684, -1.163], [7.593, -1.913, -1.869], [6.379, 0.135, -1.472], [6.846, 0.123, 0.223], [5.149, -1.920, -1.265], [5.551, -2.146, 0.412], [3.590, -0.293, -0.883], [3.384, -1.376, 0.453], [5.251, 0.617, 1.400], [3.680, 0.169, 1.969], [4.145, 2.601, 1.336], [2.598, 1.905, 0.958], [4.985, 2.452, -0.861], [3.559, 1.625, -1.483], [3.900, 4.307, -1.574], [2.936, 4.182, -0.097], [1.531, 4.496, -2.131], [2.333, 3.163, -2.889], [0.642, 1.878, -2.258], [1.358, 1.855, -0.695], [-0.361, 4.210, -1.123], [-0.304, 3.151, 0.260], [-2.363, 3.304, -1.507], [-1.455, 1.997, -2.245], [-1.488, 1.337, 0.484], [-2.977, 2.204, 0.370], [-4.486, 0.641, -0.111], [-2.679, -1.862, 1.023], [-2.203, -0.299, 1.597], [-6.937, -0.157, 2.721], [-7.159, 0.855, 4.141], [-6.990, 1.607, 2.501], [-3.022, -0.320, -3.899], [-3.970, 0.960, -5.744], [-5.740, 3.666, -3.216], [-4.964, 2.424, -1.241], [-1.396, -0.064, -2.304], [-1.065, -2.125, -3.040], [-2.770, -2.138, -3.039], [-2.044, -3.384, -0.549], [-0.765, -3.816, -1.663], [-2.418, -4.198, -2.066], [-6.007, 0.164, -0.938], [-2.255, -3.798, 5.588], [-1.335, -4.344, 6.178], [-2.085, -3.079, 4.445], [-3.550, -3.863, 6.031], [-2.835, -2.624, 3.953], [-1.154, -2.999, 4.083], [-3.722, -4.381, 6.869], [-4.315, -3.419, 5.557]],
  "forces_ev_per_angstrom": [[0.1, -0.3, 0.1], [0.2, 0.3, 0.0], [-0.2, -0.1, 0.3], [0.7, -0.5, -0.1], [-0.6, 0.3, -0.3], [0.4, -0.4, 0.2], [-0.5, 0.3, 0.0], [0.4, -0.4, 0.1], [-0.5, 0.5, 0.3], [0.2, -0.1, -0.5], [0.3, -0.3, 0.0], [0.1, 0.3, 0.0], [0.2, -0.2, -0.4], [0.4, 0.7, 0.8], [0.2, 0.1, -0.5], [0.1, 0.9, 1.1], [0.5, 0.4, 0.1], [0.1, -0.3, 0.0], [-0.3, -0.4, 0.4], [0.2, 0.2, -0.2], [-0.5, 0.1, -0.5], [0.1, -0.5, 0.1], [0.7, 0.2, 1.0], [0.0, 0.0, -0.6], [-0.3, 0.6, 0.1], [0.1, -0.2, 0.0], [0.1, -0.1, 0.3], [0.3, -0.6, 0.0], [0.0, 0.1, 0.0], [-0.1, -0.7, 0.0], [-0.1, 0.1, -0.1], [1.4, -0.2, -0.3], [-0.3, 0.0, -0.1], [-0.4, -0.3, -1.0], [-0.1, 0.0, -0.1], [-0.1, -0.1, 0.4], [-0.2, 0.1, 0.0], [0.0, 0.1, -0.1], [0.0, 0.0, 0.1], [0.1, -0.2, -0.2], [-0.2, -0.1, 0.1], [0.0, 0.1, -0.1], [0.1, 0.0, -0.2], [-0.2, 0.2, 0.0], [-0.3, 0.2, 0.1], [0.0, -0.2, 0.0], [0.3, 0.0, 0.2], [-0.1, 0.3, 0.0], [-0.2, -0.1, -0.1], [0.2, -0.1, -0.2], [0.1, 0.0, 0.2], [-0.1, 0.1, 0.2], [-0.2, 0.0, -0.2], [0.1, -0.1, -0.1], [0.1, -0.2, 0.0], [0.0, 0.3, 0.2], [0.0, 0.1, 0.1], [-0.1, 0.1, 0.1], [0.1, 0.0, -0.1], [-0.2, 0.0, -0.1], [0.0, -0.1, 0.0], [-0.1, 0.1, 0.0], [-0.1, 0.0, 0.1], [-0.3, -0.1, -0.3], [-0.3, -0.2, -0.1], [0.0, -0.3, 0.0], [-0.2, -0.1, 0.1], [-0.1, -0.1, -0.2], [-0.3, -0.2, -0.1], [0.2, 0.2, -0.3], [-0.1, 0.0, -0.3], [-0.2, 0.3, 0.0], [-0.1, 0.1, -0.1], [0.0, -0.1, -0.1], [0.0, 0.1, -0.1], [-0.1, 0.1, 0.1], [0.0, 0.0, 0.0], [-0.1, 0.2, 0.0], [0.0, 0.1, -0.2], [-0.4, 0.2, 0.3], [-0.2, 0.0, 0.0], [0.2, 0.1, 0.1], [-0.1, -0.1, 0.1], [0.1, 0.0, 0.4], [-0.1, 0.1, -0.1], [0.0, 0.0, 0.0], [0.1, 0.1, -0.1], [0.0, 0.0, 0.1], [-0.1, 0.0, 0.0], [0.0, 0.0, 0.0], [0.0, 0.0, 0.0], [0.0, 0.0, -0.1]],
  "mulliken_charge": [-1.1483, -0.4250, -1.0442, -0.1736, -0.9698, -0.3519, -1.0082, -0.6605, -0.3766, -0.9456, -1.3404, 1.1329, -1.3072, -0.5276, -1.5045, 2.2291, -0.7056, -0.2217, -0.6102, -0.2650, 0.6957, -0.9872, -0.5544, 0.4663, -0.7539, -0.5017, -0.7061, -0.5386, -0.4183, -0.8536, -0.0412, -0.9710, -1.4135, 0.3951, -0.5132, -0.3604, 0.2830, 0.2850, 0.3832, 0.4012, 0.2834, 0.4003, 0.3451, 0.3459, 0.2176, 0.2759, 0.3024, 0.3407, 0.3477, 0.4186, 0.3917, 0.4200, 0.2596, 0.5295, 0.1921, 0.3938, 0.3619, 0.4706, 0.3770, 0.1176, -0.6090, 0.5729, 0.3791, 0.4786, 0.3274, 0.8904, 0.1451, -0.1625, 0.2153, 0.5357, 0.3072, 0.3336, 0.2869, 0.1005, 0.3908, 0.3959, 0.3717, 0.7107, 0.7286, 0.3390, 0.2519, 0.3843, 0.3504, 0.4267, 0.5224, -0.6842, -0.2792, -0.3266, 0.2290, 0.1510, 0.1894, 0.1832]
}

***

Record 2
{
  "formula": "C3H4N2O3",
  "method": "ωB97M-V/def2-TZVPD",
  "homo_ev": -9.156,
  "charge": 0,
  "e_above_lowest_kcal_mol": 77.7,
  "smiles": "Nc1oc(=O)oc1N",
  "orbital_gap_ev": 9.221,
  "symbols": ["C", "C", "C", "H", "H", "H", "H", "N", "N", "O", "O", "O"],
  "positions_angstrom": [[-0.023, -0.380, -0.315], [-0.001, 1.651, -1.200], [-0.113, 0.457, 0.669], [0.772, -2.582, -0.143], [-0.693, -2.043, -1.274], [0.201, -0.840, 2.088], [-0.647, 0.555, 2.412], [0.209, -1.792, -0.722], [0.235, 0.338, 2.040], [-0.197, 0.400, -1.527], [0.099, 2.539, -2.116], [0.157, 1.698, 0.089]],
  "forces_ev_per_angstrom": [[-0.2, -4.2, -4.4], [0.7, 3.5, -5.6], [3.0, 0.7, 0.7], [-2.4, 3.0, -1.6], [2.5, -0.3, 1.5], [0.4, 4.0, 0.4], [-1.3, 0.6, 1.9], [-1.5, 0.5, 1.1], [-0.2, -4.7, -1.5], [0.4, -2.8, 0.6], [-0.5, -2.9, 4.6], [-0.8, 2.6, 2.3]],
  "mulliken_charge": [0.3396, 0.6997, 0.1320, 0.2615, 0.2807, 0.3000, 0.3105, -0.5042, -0.5780, -0.3147, -0.6194, -0.3077]
}